Entry 1:
DFT (ωB97M-V/def2-TZVPD) results for a molecular structure, C37H25BaF2N4O6S3Sb.

Geometry as XYZ:
```
79
Properties=species:S:1:pos:R:3:lowdin_charge:R:1
Ba 1.614 -2.139 -0.010 2.086
F 3.857 -5.338 -4.437 0.009
C 3.700 -4.015 -4.122 -0.294
C 2.868 -3.642 -3.087 -0.113
C 2.684 -2.296 -2.718 -0.162
C 3.394 -1.364 -3.506 -0.207
C 4.213 -1.774 -4.548 -0.242
F 4.910 -0.852 -5.291 0.013
C 4.403 -3.100 -4.882 0.017
C 3.272 0.087 -3.208 -0.249
C 2.924 1.007 -4.200 -0.032
C 2.792 2.345 -3.866 -0.094
C 3.017 2.734 -2.556 -0.105
C 3.362 1.754 -1.637 -0.196
N 3.481 0.466 -1.942 0.124
H 2.360 -4.425 -2.533 0.076
H 5.067 -3.396 -5.682 0.110
H 2.754 0.663 -5.211 0.108
H 2.509 3.072 -4.619 0.094
H 2.896 3.760 -2.237 0.088
H 3.536 2.013 -0.600 0.051
O 1.225 -1.603 2.234 -0.524
S 0.182 -2.615 2.279 0.371
O -0.934 -2.266 3.126 -0.299
O -0.220 -3.079 0.956 -0.567
C 0.935 -4.049 3.079 -0.201
C 0.413 -4.411 4.313 -0.055
C 0.909 -5.509 4.996 -0.084
C 1.929 -6.266 4.437 -0.085
C 2.459 -5.907 3.208 -0.058
C 1.976 -4.797 2.528 -0.205
S 2.825 -4.390 0.990 0.385
O 3.311 -3.025 1.162 -0.573
O 3.896 -5.355 0.892 -0.306
O 1.849 -4.503 -0.082 -0.503
H -0.394 -3.811 4.710 0.106
H 0.500 -5.777 5.962 0.096
H 2.314 -7.135 4.956 0.096
H 3.263 -6.463 2.748 0.104
S 1.257 2.915 0.735 0.020
Sb -0.918 2.389 0.488 1.190
C -2.039 1.840 -1.243 -0.353
C -3.410 1.643 -1.127 -0.151
C -4.146 1.242 -2.234 -0.088
C -3.512 1.036 -3.450 -0.093
C -2.139 1.213 -3.557 -0.079
C -1.399 1.608 -2.452 -0.105
C -1.905 1.837 2.294 -0.311
C -2.878 0.855 2.417 -0.107
C -3.442 0.597 3.660 -0.080
C -3.041 1.315 4.776 -0.101
C -2.061 2.292 4.654 -0.096
C -1.492 2.548 3.416 -0.132
C -1.737 4.452 0.492 -0.304
C -2.899 4.826 -0.180 -0.119
C -3.341 6.145 -0.181 -0.110
C -2.622 7.123 0.489 -0.122
C -1.454 6.771 1.151 -0.108
C -1.019 5.453 1.145 -0.164
H -3.905 1.780 -0.173 0.098
H -5.210 1.065 -2.137 0.100
H -4.085 0.713 -4.310 0.096
H -1.640 1.020 -4.499 0.101
H -0.320 1.707 -2.520 0.101
H -3.183 0.263 1.566 0.071
H -4.182 -0.188 3.755 0.104
H -3.477 1.101 5.745 0.093
H -1.730 2.846 5.524 0.095
H -0.708 3.292 3.322 0.082
H -3.472 4.093 -0.729 0.073
H -4.246 6.408 -0.718 0.092
H -2.969 8.150 0.494 0.088
H -0.871 7.530 1.660 0.092
H -0.085 5.191 1.630 0.041
N -3.953 -3.083 -1.069 0.062
C -3.261 -2.287 -0.580 -0.402
N -2.610 -1.332 0.006 0.097
C -1.460 -0.819 0.034 -0.434
N -0.488 -0.146 0.103 -0.018
```

E_LUMO in eV: 4.02
HOMO energy in eV: -2.31
Total charge: -2
Gap between HOMO and LUMO in hartree: 0.2327
ΔE to the lowest compared entry with this formula, charge and spin in kcal per mole: 103.96



Entry 2:
DFT (ωB97M-V/def2-TZVPD) results for 5 unconnected molecules or ions with the total composition C37H25F3O13.

Geometry as XYZ:
```
78
Properties=species:S:1:pos:R:3:lowdin_charge:R:1
O 3.828 3.931 0.149 0.073
C 4.171 2.772 -0.159 -0.227
C 5.259 1.989 0.591 -0.057
C 6.064 2.710 1.541 0.017
C 7.156 2.063 2.169 -0.048
C 7.383 0.696 1.926 -0.061
C 6.678 0.045 0.933 -0.015
C 5.623 0.673 0.289 -0.100
C 4.896 -0.103 -0.771 -0.250
O 5.180 -1.269 -1.030 0.095
C 3.976 0.713 -1.669 -0.090
C 3.580 0.154 -2.826 -0.044
C 2.800 0.845 -3.752 -0.041
C 2.563 2.241 -3.534 -0.041
C 2.921 2.850 -2.325 -0.017
C 3.669 2.109 -1.444 -0.081
H 5.846 3.756 1.694 0.109
H 7.650 2.565 2.988 0.101
H 8.260 0.245 2.367 0.105
H 7.007 -0.959 0.709 0.121
H 3.676 -0.918 -2.907 0.125
H 2.443 0.407 -4.673 0.101
H 2.066 2.849 -4.276 0.102
H 2.699 3.901 -2.207 0.122
O 1.226 1.551 2.029 0.119
C 0.548 0.558 2.136 -0.299
C 0.076 0.184 3.536 -0.080
C 0.352 1.060 4.577 -0.033
C 0.060 0.778 5.883 -0.050
C -0.604 -0.425 6.221 -0.052
C -0.797 -1.283 5.200 -0.047
C -0.621 -1.012 3.853 -0.048
C -1.069 -1.925 2.678 -0.252
O -1.607 -3.022 2.853 0.109
C -0.617 -1.479 1.378 -0.088
C -1.046 -2.254 0.235 0.032
C -0.691 -1.966 -1.066 -0.042
C 0.198 -0.899 -1.256 -0.030
C 0.637 -0.110 -0.164 0.023
C 0.192 -0.422 1.105 -0.127
H 1.024 1.893 4.431 0.120
H 0.366 1.476 6.648 0.106
H -0.847 -0.743 7.224 0.111
H -1.201 -2.244 5.480 0.122
H -1.784 -3.040 0.307 0.112
H -1.022 -2.525 -1.929 0.110
H 0.538 -0.559 -2.223 0.081
H 1.204 0.773 -0.420 0.111
O -3.438 2.126 -6.336 0.153
C -2.719 1.348 -5.718 -0.594
O -3.187 0.282 -5.096 0.106
C -2.362 -0.132 -4.118 -0.099
C -1.090 0.431 -4.674 -0.305
F -0.359 -0.548 -5.367 0.044
O -1.503 1.477 -5.424 0.215
H -2.661 0.370 -3.198 0.148
H -2.252 -1.216 -4.113 0.152
H -0.478 0.752 -3.832 0.149
O -4.340 -0.108 -0.799 0.110
C -4.056 0.614 0.163 -0.525
O -3.174 0.291 1.133 0.062
C -2.770 1.510 1.740 -0.033
C -4.071 2.374 1.586 -0.241
F -3.676 3.667 1.547 0.088
O -4.562 1.815 0.360 0.145
H -2.571 1.309 2.793 0.138
H -1.876 1.906 1.260 0.145
H -4.877 2.189 2.297 0.177
O -4.924 -6.679 -0.821 0.111
C -5.156 -5.444 -0.760 -0.416
O -6.358 -4.784 -0.611 0.057
C -6.179 -3.384 -0.761 -0.082
C -4.721 -3.142 -0.550 -0.327
F -4.645 -2.826 0.763 0.076
O -4.202 -4.439 -0.825 0.096
H -6.540 -3.292 -1.786 0.145
H -6.761 -2.735 -0.107 0.148
H -4.403 -2.365 -1.246 0.148
```

E_LUMO in eV: -1.52
HOMO energy in eV: -9.91
SMILES: O=C1c2ccccc2C(=O)c2ccccc21.O=C1c2ccccc2C(=O)c2ccccc21.O=C1OC[C@@H](F)O1.O=C1OC[C@@H](F)O1.O=C1OC[C@@H](F)O1
Total charge: 0
Gap between HOMO and LUMO in hartree: 0.3082



Table of total energy (eV), in record order: -102192.797 -73542.878